(1)
Computed, not measured: one molecule with the formula C2H4N2O2 in a non-equilibrium geometry, with ωB97M-V with the def2-TZVPD basis set.

The calculation puts the max |F| at 3.646 eV Å⁻¹. The calculation puts the HOMO-LUMO gap at 0.37076 Eh. As for the SMILES: O=CN/C=N\O. As for the net charge: 0.

Element x y z (Å)
O 2.91 -0.53 0.02
C 1.87 0.08 0.09
N 0.54 -0.36 -0.24
C -0.47 0.57 -0.14
N -1.77 0.45 -0.02
O -2.07 -0.87 0.13
H 1.82 1.29 0.46
H 0.26 -1.32 -0.26
H -0.02 1.60 0.01
H -3.06 -0.91 -0.05

Atom charges from the Löwdin analysis, given in e for atoms 1 to 8: atom 1 (O): 0.05, atom 2 (C): -0.30, atom 3 (N): 0.07, atom 4 (C): -0.23, atom 5 (N): -0.04, atom 6 (O): -0.11, atom 7 (H): 0.17, atom 8 (H): 0.13


(2)
Computed, not measured: one molecule with the formula C5H5FS2 in a non-equilibrium geometry, with ωB97M-V with the def2-TZVPD basis set.

The calculation puts the max |F| at 3.997 eV Å⁻¹. The calculation puts the HOMO-LUMO gap at 0.30408 Eh. As for the SMILES: C=C(/C=C/F)SC=S. As for the net charge: 0.

Element x y z (Å)
C -0.94 -0.51 1.67
C 0.02 -0.02 0.81
C -0.07 1.21 -0.11
C -1.17 1.25 -0.82
F -1.32 2.35 -1.51
S 1.61 -0.70 0.81
C 1.77 -1.40 -0.84
S 3.23 -2.04 -1.35
H -2.17 -0.25 1.62
H -0.56 -1.34 2.27
H 0.78 1.94 -0.13
H -2.09 0.76 -0.91
H 0.91 -1.25 -1.52

Atom charges from the Löwdin analysis, given in e for atoms 1 to 8: atom 1 (C): -0.01, atom 2 (C): -0.67, atom 3 (C): -0.09, atom 4 (C): -0.18, atom 5 (F): 0.03, atom 6 (S): 0.87, atom 7 (C): -0.95, atom 8 (S): 0.54


(3)
Computed, not measured: C42H42BBrN7O7SeV as an isolated structure in a non-equilibrium geometry, with ωB97M-V with the def2-TZVPD basis set.

The calculation puts the max |F| at 1.844 eV Å⁻¹. The expectation value of S² is 0.9488. The calculation puts the HOMO-LUMO gap (spin up / spin down) at 0.16636 / 0.15415 Eh. As for the spin multiplicity: 2. As for the net charge: -1.

Element x y z (Å)
V 0.64 -0.46 1.31
O -1.04 0.45 4.84
C -0.17 0.47 3.99
N 0.35 -0.58 3.26
C 0.80 -1.72 3.86
O 0.82 -1.96 5.06
C 1.43 -2.64 2.87
C 1.94 -3.85 3.27
C 2.57 -4.70 2.37
C 2.65 -4.26 1.05
C 2.12 -3.06 0.67
N 1.50 -2.18 1.55
C 0.53 1.79 3.67
C 0.07 2.97 4.24
C 0.77 4.14 4.00
C 1.89 4.10 3.19
C 2.27 2.87 2.67
N 1.61 1.74 2.90
H 1.83 -4.10 4.32
H 2.98 -5.65 2.68
H 3.13 -4.87 0.29
H 2.17 -2.75 -0.36
H -0.81 2.93 4.87
H 0.43 5.08 4.42
H 2.47 4.98 2.97
H 3.14 2.80 2.02
C 4.22 0.04 2.02
O 3.30 0.04 0.94
C 3.78 0.09 -0.32
C 5.09 0.34 -0.66
C 5.44 0.32 -2.01
Br 7.25 0.68 -2.48
C 4.53 0.07 -3.01
C 3.20 -0.17 -2.65
C 2.83 -0.16 -1.32
O 1.55 -0.42 -0.91
C 2.22 -0.46 -3.73
N 2.54 -0.93 -4.90
C 1.33 -1.08 -5.57
C 1.07 -1.57 -6.85
C -0.24 -1.64 -7.26
C -1.30 -1.23 -6.42
C -1.06 -0.75 -5.15
C 0.27 -0.69 -4.74
N 0.87 -0.31 -3.55
H 4.88 -0.83 1.95
H 3.61 -0.03 2.92
H 4.81 0.96 2.05
H 5.84 0.52 0.09
H 4.81 0.04 -4.05
H 1.13 -1.08 -1.48
H 1.89 -1.89 -7.49
H -0.48 -2.02 -8.24
H -2.32 -1.31 -6.77
H -1.86 -0.44 -4.49
H 0.44 0.27 -2.85
C -1.20 -4.72 -1.13
C -1.81 -3.50 -0.46
C -3.00 -3.00 -1.28
O -0.83 -2.46 -0.46
B -0.78 -1.83 0.81
O -1.63 -2.51 1.69
C -2.14 -3.69 1.07
C -3.63 -3.78 1.39
C -1.42 -4.87 1.70
H -1.04 -4.51 -2.19
H -1.85 -5.60 -1.04
H -0.23 -4.95 -0.68
H -2.65 -2.75 -2.28
H -3.42 -2.10 -0.83
H -3.79 -3.76 -1.36
H -4.15 -2.87 1.11
H -3.75 -3.91 2.46
H -4.09 -4.63 0.88
H -0.34 -4.82 1.52
H -1.80 -5.83 1.34
H -1.56 -4.82 2.78
C -1.67 5.86 -1.79
N -1.80 5.22 -0.50
C -0.90 4.35 0.05
Se 0.72 3.84 -0.61
N -1.43 3.94 1.21
C -2.66 4.53 1.44
C -3.57 4.42 2.47
C -4.72 5.18 2.38
C -4.96 6.02 1.29
C -4.04 6.13 0.25
C -2.89 5.36 0.35
H -0.80 5.44 -2.28
H -1.53 6.94 -1.67
H -2.56 5.67 -2.39
H -0.99 3.21 1.75
H -3.39 3.76 3.31
H -5.46 5.12 3.17
H -5.87 6.60 1.24
H -4.22 6.78 -0.60
C -1.45 0.67 -0.96
C -0.68 0.47 0.31
O -0.81 1.27 1.30
H -2.49 0.97 -0.75
H -1.45 -0.24 -1.56
H -0.98 1.50 -1.52

Atom charges from the Löwdin analysis, given in e for atoms 1 to 8: atom 1 (V): 0.76, atom 2 (O): 0.10, atom 3 (C): -0.41, atom 4 (N): 0.03, atom 5 (C): -0.45, atom 6 (O): 0.04, atom 7 (C): -0.18, atom 8 (C): -0.04


- Among the records above, which one has the lowest max |F|?
  C42H42BBrN7O7SeV